1.
3 unconnected molecules or ions with the total composition C4H10O3 at a distorted geometry, computed with ωB97M-V with the def2-TZVPD basis set.

```
17
C4H10O3 (ωB97M-V with the def2-TZVPD basis set)
C 1.35867 1.33894 1.21486
C 1.20718 0.10102 0.74912
C 1.24118 -0.30263 -0.67413
C 1.11633 0.58557 -1.65798
O 1.01072 0.33399 -2.97588
H 1.25181 1.46674 2.28433
H 1.92774 2.07569 0.66209
H 1.03634 -0.78095 1.36622
H 1.45989 -1.33977 -0.89518
H 1.06847 1.63303 -1.38297
H 1.20685 1.11700 -3.49539
H -1.70065 -0.67856 -0.95975
H -2.95024 -0.06561 -0.39919
O -2.59073 -0.41923 -1.22446
H -2.02207 -0.92916 2.41730
H -2.10027 -2.43211 2.24783
O -2.52122 -1.70398 2.72316
```

- ΔE to the lowest compared entry with this formula, charge and spin (kcal/mol) = 57.3
- frontier orbital gap (hartree) = 0.336
- HOMO energy (eV) = -8.631

Table of Löwdin atomic charges, one value per atom, all in e: C -0.0146; C -0.2001; C -0.1165; C -0.2147; O 0.0344; H 0.0481; H 0.0597; H 0.0921; H 0.1060; H 0.1179; H 0.1059; H 0.0101; H 0.0330; O -0.0583; H 0.0265; H 0.0347; O -0.0641


2.
C20H22N4O3 in the gas phase, computed with ωB97M-V with the def2-TZVPD basis set.

```
49
C20H22N4O3 (ωB97M-V with the def2-TZVPD basis set)
C 5.67237 3.22855 -0.57220
H 5.67348 4.31543 -0.50717
O 4.50523 2.80891 0.09346
C 4.24628 1.47746 0.17907
C 5.04171 0.47256 -0.36238
C 4.67356 -0.85176 -0.20982
C 3.50529 -1.19939 0.45524
C 2.72104 -0.19136 1.01468
C 3.08752 1.12808 0.87863
H 2.49487 1.91927 1.31007
H 1.83093 -0.44430 1.57096
C 3.18212 -2.63960 0.63720
O 4.02749 -3.46368 0.93104
N 1.87519 -3.01111 0.51539
C 0.78321 -2.30824 -0.01528
C -0.47120 -2.52585 0.53222
C -1.54659 -1.83580 -0.01088
N -2.86925 -1.84605 0.33901
C -3.46010 -1.01315 -0.47618
N -2.60130 -0.42726 -1.36415
C -1.35683 -0.93952 -1.09003
C -0.10399 -0.74671 -1.65045
C 0.95404 -1.44395 -1.10859
H 1.93732 -1.33330 -1.53681
H 0.05119 -0.08656 -2.49032
C -2.91815 0.56718 -2.35259
H -1.99737 0.88972 -2.83319
H -3.58865 0.15866 -3.11192
H -3.39095 1.43099 -1.87844
C -4.90469 -0.66385 -0.39659
H -5.12198 0.14331 -1.09314
H -5.51482 -1.53067 -0.65512
C -5.25606 -0.21186 1.03717
N -4.17533 0.52942 1.65616
C -3.64350 1.63170 1.07720
O -4.14967 2.18612 0.12164
C -2.37156 2.11290 1.74227
H -2.09569 3.08291 1.33911
H -2.50842 2.19014 2.81784
H -1.56966 1.40366 1.54077
H -3.59998 0.01555 2.30411
H -5.45707 -1.07820 1.66519
H -6.14297 0.42633 1.00053
H -0.61419 -3.20794 1.35529
H 1.68533 -3.95586 0.82718
H 5.29488 -1.63588 -0.61591
H 5.94957 0.70649 -0.89548
H 6.57312 2.83669 -0.08943
H 5.66425 2.92984 -1.62539
```

- ΔE to the lowest compared entry with this formula, charge and spin (kcal/mol) = 28.2
- frontier orbital gap (hartree) = 0.317
- HOMO energy (eV) = -8.033

Table of Löwdin atomic charges, one value per atom, all in e: C -0.0879; H 0.0931; O -0.0807; C -0.2711; C -0.0092; C -0.0099; C -0.1738; C -0.0270; C 0.0110; H 0.1182; H 0.1223; C -0.4425; O 0.0728; N 0.1322; C -0.2612; C 0.0471; C -0.2245; N 0.1688; C -0.3106; N -0.0133; C -0.1652; C 0.0021; C -0.0296; H 0.1164; H 0.1065; C -0.0018; H 0.0877; H 0.1009; H 0.0786; C -0.0869; H 0.0997; H 0.1226; C -0.1554; N 0.0460; C -0.5463; O 0.0447; C 0.0104; H 0.0835; H 0.0814; H 0.0782; H 0.1355; H 0.1199; H 0.1225; H 0.1190; H 0.1568; H 0.1233; H 0.1034; H 0.0965; H 0.0955


3.
2 unconnected molecules or ions with the total composition CHF3N2O at a distorted geometry, computed with ωB97M-V with the def2-TZVPD basis set.

```
8
CHF3N2O (ωB97M-V with the def2-TZVPD basis set)
C -0.38736 1.64791 -0.44494
N 0.59562 -1.14789 -0.11118
N 0.26586 -2.28876 -0.22482
O -1.23886 0.87997 -0.24918
F 0.74030 -0.49803 1.17702
F 0.06455 2.50977 0.51417
F -0.19675 -3.12870 0.77715
H 0.15664 2.02573 -1.43822
```

- ΔE to the lowest compared entry with this formula, charge and spin (kcal/mol) = 71.7
- frontier orbital gap (hartree) = 0.434
- HOMO energy (eV) = -12.140

Table of Löwdin atomic charges, one value per atom, all in e: C -0.3542; N 0.0734; N 0.0461; O 0.1089; F -0.0679; F 0.0270; F -0.0133; H 0.1800


4.
C6H5FS in the gas phase at a distorted geometry, computed with ωB97M-V with the def2-TZVPD basis set.

```
13
C6H5FS (ωB97M-V with the def2-TZVPD basis set)
C 0.96375 -0.27957 -0.17177
C 0.67485 1.11472 -0.32230
C -0.67647 1.46275 -0.15523
C -1.69435 0.45476 0.26009
C -1.30418 -0.91736 -0.00627
C 0.02461 -1.30767 -0.14329
H 3.46656 0.07376 0.49335
H 1.57518 1.79186 -0.13525
H -1.10509 2.39521 -0.17861
H -2.73337 0.56337 0.50034
H 0.33366 -2.38905 0.07266
F -2.10976 -1.99048 -0.19825
S 2.58460 -0.97229 -0.01548
```

- ΔE to the lowest compared entry with this formula, charge and spin (kcal/mol) = 41.1
- frontier orbital gap (hartree) = 0.338
- HOMO energy (eV) = -8.522

Table of Löwdin atomic charges, one value per atom, all in e: C -0.6433; C -0.1025; C -0.0528; C 0.0317; C -0.2610; C -0.1063; H -0.0691; H 0.1217; H 0.0630; H 0.0923; H 0.1370; F 0.0461; S 0.7430


5.
2 unconnected molecules or ions with the total composition C2BrF at a distorted geometry, computed with ωB97M-V with the def2-TZVPD basis set.

```
4
C2BrF (ωB97M-V with the def2-TZVPD basis set)
C 1.16519 0.39906 -0.54870
C -0.73625 0.80387 0.41496
F 1.39377 -0.64812 0.12761
Br -1.82271 -0.55482 0.00612
```

- frontier orbital gap (spin up / spin down) (hartree) = 0.257 / 0.255
- HOMO energy (spin up / spin down) (eV) = -7.989 / -8.011

Table of Löwdin atomic charges, one value per atom, all in e: C 0.0245; C -0.5809; F -0.0489; Br 0.6053


6.
A molecular structure, C32H57N9O6P2SSiSnTe at a distorted geometry, computed with ωB97M-V with the def2-TZVPD basis set.

```
110
C32H57N9O6P2SSiSnTe (ωB97M-V with the def2-TZVPD basis set)
Sn -0.22416 0.08167 -1.20126
C -3.19026 4.43497 -4.07456
N -2.96276 3.19517 -3.38166
C -3.93946 2.35757 -2.95496
C -3.31346 1.31547 -2.32966
N -1.97656 1.50707 -2.37816
C -1.77596 2.65467 -3.01196
P -0.20706 3.55167 -3.28596
C 0.83144 2.19947 -3.92596
N 1.05334 1.04587 -3.32176
C 1.86754 0.33267 -4.13116
C 2.15864 1.07487 -5.23966
N 1.50044 2.25577 -5.10056
C 1.55884 3.34697 -6.03326
C 0.40254 3.45157 -1.57406
N 0.02214 2.57397 -0.66636
C 0.69174 2.87407 0.46754
C 1.48474 3.96167 0.24974
N 1.28564 4.32687 -1.04606
C 1.92934 5.41807 -1.72006
H -4.24706 4.50397 -4.32216
H -2.61086 4.47927 -4.99706
H -2.92316 5.28597 -3.44606
H -4.97626 2.57197 -3.11226
H -3.74806 0.46467 -1.84076
H 2.16864 -0.66293 -3.87186
H 2.76944 0.86027 -6.09116
H 1.50294 2.95917 -7.04896
H 2.49474 3.89907 -5.92306
H 0.72894 4.03457 -5.87106
H 0.53304 2.28197 1.34494
H 2.14464 4.49367 0.90314
H 2.07914 6.24147 -1.02436
H 1.30914 5.76237 -2.54796
H 2.90244 5.11757 -2.11266
C -0.38906 -2.56233 6.07694
C -1.11966 -2.33653 4.75734
C -0.66356 -3.33553 3.70624
C -2.63536 -2.33063 4.90884
O -0.79716 -0.99173 4.32034
Si 0.24384 -0.16123 3.51074
S -1.69096 -1.00603 0.76184
O 0.16044 1.40447 3.59474
C -0.50606 2.39937 4.42894
C 0.18124 3.71497 4.07744
C -1.98706 2.40137 4.09194
C -0.28366 2.03137 5.88964
O 1.60274 -0.73953 2.96534
C 2.97454 -0.27863 3.15704
C 3.27114 0.80667 2.13524
C 3.86164 -1.50093 2.97034
C 3.10204 0.25027 4.57824
H -0.60666 -3.55583 6.45624
H -0.69676 -1.83633 6.82424
H 0.68474 -2.47583 5.92584
H -0.92586 -4.34343 4.01634
H 0.41374 -3.26733 3.57534
H -1.15376 -3.11553 2.75964
H -2.99996 -3.31993 5.16254
H -3.08796 -2.02373 3.96864
H -2.93866 -1.63933 5.69054
H -0.00686 3.98207 3.04144
H 1.25544 3.63107 4.22724
H -0.18796 4.51097 4.71474
H -2.13896 2.60367 3.03624
H -2.50366 3.16017 4.67114
H -2.41216 1.42917 4.32234
H 0.77454 2.03887 6.13754
H -0.68416 1.04057 6.08444
H -0.78956 2.74547 6.53234
H 3.05504 0.44587 1.13304
H 4.31754 1.09017 2.19344
H 2.65524 1.67977 2.32934
H 3.78304 -1.89613 1.96514
H 3.58554 -2.27733 3.67754
H 4.89594 -1.22813 3.15004
H 2.49954 1.14487 4.70614
H 4.13634 0.49037 4.80194
H 2.76234 -0.50193 5.28624
C -1.77296 -5.56843 -4.91576
C -1.15086 -4.33913 -4.28696
O -1.77026 -4.12073 -3.00556
P -1.77966 -2.65123 -2.41606
O -0.44756 -1.99283 -2.45196
Te -2.65996 -2.97053 -0.20496
O -2.69706 -1.75923 -3.37876
C -4.04076 -2.13183 -3.69126
C -4.22216 -2.29643 -5.19426
H -1.30146 -5.75643 -5.87656
H -2.84146 -5.43183 -5.06436
H -1.62906 -6.42913 -4.26856
H -1.29126 -3.45193 -4.91336
H -0.07966 -4.48493 -4.12526
H -4.68746 -1.33093 -3.31656
H -4.30356 -3.06323 -3.17376
H -3.95416 -1.38023 -5.71716
H -5.26376 -2.52723 -5.40566
H -3.60376 -3.10643 -5.57626
N 2.53524 -4.82993 0.97704
C 2.65684 -3.67733 0.29424
C 1.61504 -2.72343 0.20914
N 1.79614 -1.56193 -0.37846
C 2.99494 -1.30923 -0.91406
C 4.00684 -2.25683 -0.86196
N 3.84254 -3.42433 -0.26796
H 1.64504 -5.14593 1.31734
H 3.31774 -5.46263 0.95194
H 0.63874 -2.92163 0.63114
H 3.13024 -0.33893 -1.37716
H 4.98214 -2.08623 -1.29836
```

- charge = +2
- ΔE to the lowest compared entry with this formula, charge and spin (kcal/mol) = 24.1
- frontier orbital gap (hartree) = 0.246
- HOMO energy (eV) = -11.696

Löwdin atomic charge list, values in e, 99 entries: Sn 1.1319; C -0.0263; N -0.1292; C -0.0297; C -0.1178; N -0.0276; C -0.4422; P 1.1870; C -0.4570; N -0.0225; C -0.1217; C -0.0358; N -0.1272; C -0.0208; C -0.4665; N -0.0664; C -0.1481; C -0.0345; N -0.1185; C -0.0193; H 0.1004; H 0.0904; H 0.0986; H 0.1291; H 0.1030; H 0.1046; H 0.1292; H 0.1038; H 0.1045; H 0.0671; H 0.0790; H 0.1291; H 0.1032; H 0.0718; H 0.1038; C -0.0015; C -0.5973; C -0.0267; C -0.0018; O -0.0870; Si 0.4150; S -0.2780; O -0.0967; C -0.5930; C -0.0065; C -0.0012; C -0.0068; O -0.0774; C -0.5854; C 0.0002; C 0.0066; C -0.0117; H 0.1024; H 0.0932; H 0.0866; H 0.1046; H 0.0826; H 0.0284; H 0.0996; H 0.0878; H 0.0948; H 0.0733; H 0.0918; H 0.1014; H 0.0937; H 0.1036; H 0.0877; H 0.0897; H 0.0805; H 0.1059; H 0.0698; H 0.1060; H 0.0699; H 0.0633; H 0.0980; H 0.1033; H 0.0675; H 0.1085; H 0.0972; C -0.0557; C -0.2627; O -0.2779; P 0.1382; O -0.4645; Te 0.7157; O -0.2773; C -0.2813; C -0.0468; H 0.0886; H 0.0749; H 0.0852; H 0.1132; H 0.1258; H 0.1134; H 0.1076; H 0.0846; H 0.0888; H 0.0637; N 0.1582


7.
7 unconnected molecules or ions with the total composition C28H43Cl2NO21, computed with ωB97M-V with the def2-TZVPD basis set.

```
95
C28H43Cl2NO21 (ωB97M-V with the def2-TZVPD basis set)
C -0.53315 -0.13443 -3.25489
C -0.84478 -1.29049 -2.32302
Cl -2.61627 -1.53144 -2.18427
C -0.15272 -2.60753 -2.70895
Cl 1.45164 -2.64870 -1.93842
O 0.11849 -2.71914 -4.10439
C -0.88596 -3.11585 -4.90920
O -1.91897 -3.58742 -4.54036
N -0.56666 -2.96087 -6.30780
O 0.81750 -3.25601 -6.53836
H -1.09012 0.74245 -2.92789
H -0.82519 -0.36077 -4.28370
H 0.53820 0.08399 -3.22569
H -0.51231 -1.04460 -1.31516
H -0.71042 -3.47586 -2.36209
H -0.58747 -1.96066 -6.50138
H 0.87778 -4.20926 -6.40724
C 8.02366 -2.36997 -0.81200
C 6.54577 -2.62680 -0.99327
C 5.86568 -1.85721 -2.11025
O 4.53622 -1.68718 -1.60948
C 4.58081 -1.74758 -0.25743
O 3.67783 -1.47209 0.46263
O 5.79820 -2.16564 0.15377
H 8.17439 -1.52701 -0.13783
H 8.51833 -3.24291 -0.39047
H 8.50419 -2.14357 -1.76461
H 6.34166 -3.69644 -1.08796
H 5.82690 -2.39086 -3.05585
H 6.31776 -0.87250 -2.25511
C -5.96220 2.13189 1.62524
C -4.84597 1.20563 1.19938
C -3.65087 1.16367 2.13495
O -2.55699 0.92904 1.23494
C -2.91738 1.37579 0.01553
O -2.16144 1.50884 -0.89855
O -4.22571 1.67081 -0.02352
H -5.76847 3.13423 1.24620
H -6.92916 1.79396 1.25751
H -6.01128 2.18600 2.71353
H -5.20554 0.19139 1.00129
H -3.69526 0.35922 2.86369
H -3.49494 2.12584 2.62754
C -0.23048 3.88911 -0.65451
C 0.77685 4.73594 0.08630
C 0.56805 4.75474 1.59032
O 0.95842 6.08452 1.95734
C 0.79876 6.87472 0.86906
O 0.79244 8.06647 0.90668
O 0.59929 6.13703 -0.23334
H -1.09474 4.49324 -0.92692
H 0.18334 3.45244 -1.56139
H -0.57442 3.06970 -0.02412
H 1.81095 4.47765 -0.15088
H 1.17240 4.03147 2.13069
H -0.48740 4.62621 1.83918
C 6.46755 -5.03660 2.64207
C 7.63655 -5.92053 2.26393
C 8.83796 -5.85424 3.19081
O 9.93695 -6.08709 2.30437
C 9.55965 -5.72332 1.05760
O 10.28950 -5.61161 0.12797
O 8.22876 -5.48972 1.02086
H 6.59236 -4.04653 2.20281
H 5.52131 -5.44556 2.29457
H 6.41047 -4.92621 3.72595
H 7.32554 -6.95798 2.11871
H 8.83760 -6.61066 3.97060
H 8.94820 -4.86109 3.63399
C -8.25292 -4.17529 -2.17842
C -7.37951 -3.06166 -1.64391
C -5.89095 -3.22546 -1.89094
O -5.31508 -2.58288 -0.75041
C -6.21468 -2.60933 0.25579
O -5.98196 -2.30501 1.38144
O -7.41898 -3.01995 -0.20038
H -8.33951 -4.96222 -1.42989
H -9.25258 -3.82386 -2.42475
H -7.81103 -4.60287 -3.07958
H -7.71772 -2.08329 -1.99409
H -5.52869 -2.74379 -2.79516
H -5.59434 -4.27745 -1.88768
C -3.25182 8.21156 4.74902
C -2.55768 7.17126 3.89873
C -2.34887 7.55025 2.44472
O -2.42162 6.27888 1.78410
C -3.13322 5.43244 2.55795
O -3.49167 4.34730 2.21749
O -3.36789 5.97870 3.76562
H -4.33099 8.07325 4.68862
H -2.95453 8.14550 5.79325
H -3.01094 9.21283 4.38975
H -1.61220 6.85393 4.34474
H -1.38155 8.00515 2.24553
H -3.15072 8.18996 2.06877
```

- frontier orbital gap (hartree) = 0.386
- HOMO energy (eV) = -9.971

Table of Löwdin atomic charges, one value per atom, all in e: C -0.1005; C -0.7121; Cl 0.6988; C -0.6855; Cl 0.7425; O -0.0556; C -0.5350; O 0.1301; N 0.0330; O -0.0454; H 0.0606; H 0.0741; H 0.0914; H 0.0883; H 0.1060; H 0.1326; H 0.0980; C -0.0053; C -0.3118; C -0.0881; O 0.0242; C -0.5821; O 0.1505; O 0.0682; H 0.0963; H 0.0641; H 0.0911; H 0.1570; H 0.1397; H 0.1391; C -0.0127; C -0.2933; C -0.0825; O 0.0684; C -0.5793; O 0.1073; O 0.0900; H 0.0830; H 0.0800; H 0.0905; H 0.1376; H 0.1399; H 0.1080; C -0.0092; C -0.2915; C -0.0854; O 0.0562; C -0.5860; O 0.1436; O 0.0898; H 0.1030; H 0.0854; H 0.0718; H 0.1555; H 0.1409; H 0.1187; C -0.0076; C -0.3105; C -0.0912; O 0.0665; C -0.5730; O 0.1647; O 0.0604; H 0.0857; H 0.0860; H 0.0888; H 0.1558; H 0.1380; H 0.1396; C -0.0174; C -0.3118; C -0.1002; O 0.0235; C -0.5697; O 0.1549; O 0.0804; H 0.0936; H 0.0815; H 0.0875; H 0.1567; H 0.1307; H 0.1423; C -0.0140; C -0.3019; C -0.0723; O 0.0565; C -0.5555; O 0.1530; O 0.0903; H 0.0939; H 0.0827; H 0.0892; H 0.1589; H 0.1271; H 0.1434


8.
C6H9N in the gas phase at a distorted geometry, computed with ωB97M-V with the def2-TZVPD basis set.

```
16
C6H9N (ωB97M-V with the def2-TZVPD basis set)
C -2.50438 -0.33192 0.12524
C -1.09043 0.11154 0.22693
C -0.60162 1.37418 0.37839
C 0.78652 1.34138 0.10293
C 1.15568 0.02305 -0.08016
C 2.47299 -0.68765 -0.22776
N -0.00994 -0.70716 -0.01139
H -2.80433 -0.98246 0.95007
H -3.14061 0.55807 0.12487
H -2.68198 -0.85501 -0.82257
H -1.15105 2.27518 0.61651
H 1.15657 2.21297 -0.40206
H 2.60344 -1.15345 -1.21252
H 3.30825 -0.00365 -0.05645
H 2.57072 -1.48788 0.52192
H -0.06983 -1.68719 -0.23393
```

- ΔE to the lowest compared entry with this formula, charge and spin (kcal/mol) = 13.8
- frontier orbital gap (hartree) = 0.318
- HOMO energy (eV) = -7.633

Table of Löwdin atomic charges, one value per atom, all in e: C -0.0447; C -0.3430; C -0.0774; C -0.0744; C -0.3152; C -0.0452; N 0.0900; H 0.0724; H 0.0790; H 0.0784; H 0.1024; H 0.0966; H 0.0717; H 0.0757; H 0.0768; H 0.1570